[1]
{
  "formula": "C28H36O15",
  "method": "ωB97M-V/def2-TZVPD",
  "symbols": ["C", "O", "C", "C", "C", "C", "C", "C", "O", "H", "H", "C", "H", "H", "C", "C", "O", "C", "C", "C", "C", "C", "C", "O", "H", "H", "O", "C", "O", "C", "C", "O", "H", "H", "H", "C", "O", "H", "C", "O", "H", "C", "O", "C", "O", "C", "C", "H", "H", "H", "C", "O", "H", "C", "O", "H", "H", "C", "O", "H", "H", "H", "H", "H", "H", "H", "H", "H", "H", "H", "O", "H", "H", "H", "H", "H", "H", "H", "H"],
  "positions_angstrom": [[-4.1717, -0.3173, -1.4649], [-3.3903, -0.1703, -0.3028], [-3.1691, 1.1001, 0.1682], [-3.6445, 2.2744, -0.3864], [-3.4160, 3.4849, 0.2513], [-2.7126, 3.5485, 1.4428], [-2.1912, 2.3730, 1.9735], [-2.4111, 1.1607, 1.3493], [-1.9064, 0.0091, 1.8824], [-2.2853, -0.7256, 1.3789], [-1.6266, 2.3799, 2.8928], [-2.5249, 4.8581, 2.1541], [-3.4397, 5.4488, 2.0754], [-2.3236, 4.6760, 3.2114], [-1.3687, 5.6993, 1.5698], [-0.0903, 4.9389, 1.7913], [0.5202, 5.1097, 2.8451], [0.3334, 3.9125, 0.8337], [-0.0570, 3.8531, -0.5205], [0.3351, 2.7966, -1.3225], [1.0976, 1.7514, -0.8083], [1.5047, 1.7832, 0.5106], [1.1674, 2.8696, 1.3165], [1.6483, 2.8617, 2.5548], [1.3811, 3.7160, 2.9895], [2.1092, 1.0118, 0.9574], [1.4375, 0.7668, -1.6978], [1.5611, -0.5686, -1.2117], [2.1682, -1.3641, -2.1626], [1.4236, -1.8049, -3.3014], [1.5100, -0.8088, -4.4765], [0.8191, 0.4018, -4.2909], [1.2339, 0.8607, -3.5388], [1.0733, -1.2782, -5.3608], [2.5715, -0.6103, -4.6675], [-0.0090, -2.2805, -2.9676], [0.0135, -3.5977, -2.4826], [0.3334, -3.5752, -1.5703], [-0.7398, -1.3542, -1.9801], [-1.2262, -0.1858, -2.5676], [-0.5938, 0.1226, -3.2500], [0.1712, -1.0633, -0.7650], [0.2626, -2.2563, -0.0009], [0.6829, -2.0985, 1.3283], [2.0632, -1.9069, 1.4612], [2.8653, -2.9782, 0.9541], [4.3235, -2.5814, 1.1152], [4.9444, -3.4243, 0.8293], [4.5533, -1.7292, 0.4826], [4.5227, -2.3173, 2.1505], [2.5469, -4.2770, 1.7056], [3.2752, -5.3289, 1.1282], [2.8444, -6.1530, 1.3925], [1.0360, -4.5680, 1.6369], [0.7229, -5.7005, 2.4084], [0.5889, -5.3991, 3.3187], [0.7656, -4.8045, 0.6021], [0.2450, -3.3407, 2.1189], [0.4556, -3.1421, 3.4948], [1.2436, -2.5933, 3.6054], [-0.8265, -3.5153, 1.9825], [2.8369, -4.1617, 2.7657], [2.6383, -3.1347, -0.1091], [0.2290, -1.1986, 1.7726], [-0.2880, -0.2656, -0.1647], [-1.6110, -1.9002, -1.5959], [-0.5823, -2.3193, -3.9016], [1.9752, -2.6983, -3.6218], [2.2529, -0.5881, -0.3619], [0.0339, 2.7632, -2.3593], [-0.7846, 4.8522, -1.0716], [-0.9485, 4.6523, -2.0026], [-1.3056, 6.6336, 2.1304], [-1.5513, 5.9067, 0.5222], [-3.8122, 4.3902, -0.1836], [-4.2065, 2.2577, -1.3063], [-3.6638, 0.1154, -2.3299], [-5.1598, 0.1357, -1.3382], [-4.2836, -1.3904, -1.6110]],
  "forces_ev_per_angstrom": [[-0.2, 0.0, -0.3], [0.4, 0.3, 0.5], [0.1, -0.1, 0.1], [0.0, -0.2, -0.1], [0.0, 0.0, 0.1], [-0.2, -0.1, 0.0], [-0.1, -0.3, -0.1], [-0.1, 0.0, -0.3], [0.0, 0.0, 0.0], [0.0, 0.0, 0.0], [0.1, 0.0, 0.2], [0.1, 0.1, -0.1], [0.0, 0.0, 0.1], [-0.1, 0.1, 0.0], [-0.1, 0.2, 0.3], [-0.1, 0.2, -0.4], [0.0, -0.1, 0.2], [0.3, 0.0, 0.1], [0.4, -0.5, -0.1], [0.0, -0.1, -0.1], [-0.1, 0.5, 0.2], [0.2, -0.3, 0.0], [-0.2, 0.1, -0.5], [-0.1, 0.1, 0.3], [0.1, -0.1, -0.2], [0.1, -0.1, 0.0], [0.0, 0.3, 0.0], [0.1, -0.5, 0.9], [0.0, 0.2, 0.0], [-0.3, 0.0, -0.7], [0.4, -0.6, 0.3], [-0.2, 0.5, 0.2], [0.0, -0.1, -0.1], [0.1, -0.1, 0.1], [-0.1, -0.1, 0.0], [0.1, 0.4, -0.1], [0.1, -0.4, 0.2], [-0.1, 0.0, 0.0], [0.1, -0.5, 0.4], [0.0, 0.4, -0.3], [-0.2, -0.1, 0.1], [-0.2, 0.6, -0.4], [0.1, -0.2, -0.1], [-0.5, 0.1, 0.5], [0.2, 0.1, 0.1], [0.4, -0.5, 0.0], [-0.5, -0.1, -0.1], [0.1, 0.0, 0.0], [0.1, 0.1, -0.1], [0.0, 0.0, 0.1], [-0.6, 0.3, 0.1], [0.1, -0.2, -0.2], [0.1, 0.1, 0.0], [0.2, 0.6, 0.1], [-0.1, -0.3, 0.2], [0.1, 0.0, -0.1], [0.1, 0.1, 0.0], [0.1, -0.1, -0.8], [0.1, 0.1, 0.4], [0.0, -0.1, 0.0], [0.1, 0.0, 0.0], [-0.1, 0.1, -0.1], [0.0, 0.0, 0.1], [0.1, -0.2, -0.2], [0.0, -0.2, -0.1], [0.2, 0.0, 0.0], [0.1, 0.1, 0.1], [-0.2, 0.1, 0.0], [-0.2, 0.1, -0.2], [-0.1, 0.0, -0.1], [-0.1, 0.2, -0.2], [0.0, 0.0, 0.2], [0.1, 0.0, 0.0], [0.0, 0.0, 0.1], [-0.1, 0.1, 0.0], [-0.1, 0.0, -0.1], [0.0, 0.0, 0.0], [0.0, 0.0, 0.0], [0.0, 0.1, 0.0]],
  "fmax_ev_per_a": 1.002,
  "e_above_lowest_ev": 0.000
}

***

[2]
{
  "formula": "C28H37As2HfN2O4S",
  "method": "ωB97M-V/def2-TZVPD",
  "symbols": ["Hf", "C", "C", "C", "C", "C", "C", "C", "S", "O", "O", "N", "C", "C", "O", "O", "H", "H", "H", "H", "H", "H", "H", "H", "H", "C", "As", "C", "C", "C", "C", "C", "C", "C", "As", "C", "C", "H", "H", "H", "H", "H", "H", "H", "H", "H", "H", "H", "H", "H", "H", "H", "H", "C", "N", "C", "C", "C", "C", "C", "C", "C", "C", "H", "H", "H", "H", "H", "H", "H", "H", "H", "H", "H", "H"],
  "positions_angstrom": [[-0.3901, -0.5123, 0.4577], [5.3156, -1.0100, -5.8687], [4.3156, -0.9276, -4.7552], [2.9552, -1.0765, -5.0084], [2.0213, -0.9787, -3.9890], [2.4788, -0.7291, -2.7024], [3.8344, -0.5867, -2.4104], [4.7407, -0.6830, -3.4467], [1.3481, -0.6632, -1.3997], [1.5749, 0.4770, -0.4829], [-0.0382, -0.5375, -1.9229], [1.3433, -1.8564, -0.3694], [0.6983, -3.1316, -0.7617], [-0.7991, -3.0160, -0.4473], [-0.9921, -2.4211, 0.7498], [-1.6917, -3.2996, -1.2001], [4.8781, -1.4480, -6.7633], [6.1802, -1.6045, -5.5758], [5.6787, -0.0135, -6.1269], [2.6218, -1.2725, -6.0182], [0.9650, -1.0871, -4.1859], [4.1630, -0.4010, -1.3965], [5.7976, -0.5690, -3.2436], [1.1273, -3.9115, -0.1317], [0.8371, -3.3971, -1.8103], [-1.3053, 2.2550, -2.3642], [-1.1748, 2.1003, -0.4339], [-0.2319, 3.7257, 0.0239], [-3.0041, 2.3809, 0.1450], [-3.4863, 3.6326, 0.5112], [-4.7858, 3.7689, 0.9804], [-5.6066, 2.6589, 1.0884], [-5.1338, 1.4060, 0.7239], [-3.8323, 1.2571, 0.2549], [-3.1340, -0.4783, -0.2637], [-4.1163, -1.7401, 0.8127], [-3.8638, -0.7136, -2.0421], [-1.9198, 3.1241, -2.6030], [-1.7365, 1.3543, -2.7928], [-0.3047, 2.3829, -2.7764], [-0.7133, 4.5720, -0.4686], [0.7938, 3.6391, -0.3312], [-0.2203, 3.8700, 1.1032], [-2.8583, 4.5115, 0.4444], [-5.1539, 4.7440, 1.2675], [-6.6157, 2.7644, 1.4621], [-5.7890, 0.5499, 0.8212], [-3.9709, -1.5079, 1.8661], [-3.7255, -2.7323, 0.6001], [-5.1756, -1.6921, 0.5566], [-4.9462, -0.6014, -1.9514], [-3.6149, -1.7066, -2.4119], [-3.4783, 0.0415, -2.7229], [3.3576, -2.7039, 3.2625], [2.6618, -1.4486, 3.4705], [3.2785, -0.3810, 2.7053], [1.2498, -1.5891, 3.1679], [0.4597, -0.3428, 3.4905], [0.5490, 0.1399, 4.7959], [-0.1253, 1.2847, 5.1725], [-0.9109, 1.9569, 4.2438], [-1.0074, 1.4689, 2.9536], [-0.3340, 0.3065, 2.5298], [4.3982, -2.6054, 3.5686], [3.3380, -3.0223, 2.2064], [2.8965, -3.4879, 3.8632], [4.3440, -0.3461, 2.9316], [2.8433, 0.5829, 2.9681], [3.1620, -0.5279, 1.6181], [0.8559, -2.4220, 3.7599], [1.1070, -1.8938, 2.1105], [1.1727, -0.3878, 5.5053], [-0.0437, 1.6520, 6.1861], [-1.4488, 2.8509, 4.5288], [-1.6635, 2.0059, 2.2706]],
  "forces_ev_per_angstrom": [[-0.1, 0.5, 1.5], [0.0, 0.0, 0.0], [0.0, 0.0, 0.0], [-0.1, 0.0, 0.0], [0.1, 0.0, 0.0], [0.1, 0.0, 0.0], [0.0, 0.0, -0.1], [0.0, 0.0, 0.1], [0.2, -0.3, -0.2], [0.0, 0.0, -0.1], [0.1, 0.0, -0.4], [-0.3, 0.1, -0.2], [0.0, 0.0, -0.1], [0.1, -0.1, 0.2], [0.0, -0.1, -0.6], [0.0, -0.2, 0.1], [0.0, 0.0, 0.0], [0.0, 0.0, 0.0], [0.0, 0.0, 0.0], [0.0, 0.0, 0.0], [-0.1, 0.0, 0.0], [0.0, 0.0, 0.0], [0.0, 0.0, 0.0], [0.0, 0.0, -0.1], [0.0, 0.0, 0.0], [0.0, 0.2, 0.0], [0.1, -0.1, 0.0], [-0.1, 0.1, 0.0], [0.0, 0.0, 0.0], [-0.1, 0.0, 0.0], [0.1, 0.0, 0.0], [0.0, -0.1, 0.0], [0.0, 0.0, 0.0], [-0.1, 0.0, -0.1], [0.1, 0.1, 0.1], [-0.2, 0.0, -0.1], [-0.1, -0.1, 0.0], [0.1, -0.1, -0.1], [0.0, 0.0, 0.0], [0.0, 0.0, 0.0], [0.1, 0.0, 0.1], [0.0, -0.1, 0.0], [0.0, 0.0, 0.0], [0.0, 0.0, 0.0], [0.0, 0.0, 0.0], [0.0, 0.0, 0.0], [0.0, 0.0, 0.0], [0.0, 0.0, 0.0], [0.0, 0.0, 0.0], [0.1, 0.0, 0.1], [0.1, 0.0, -0.1], [0.0, 0.0, 0.1], [0.0, 0.0, 0.1], [0.0, -0.1, 0.0], [-0.1, 0.0, 0.0], [0.0, 0.0, 0.0], [0.0, 0.0, 0.0], [0.0, 0.0, 0.2], [0.0, 0.0, -0.1], [0.0, 0.0, 0.0], [0.0, 0.0, 0.0], [-0.2, 0.0, -0.1], [0.1, 0.0, -0.2], [0.0, 0.0, 0.0], [0.0, 0.0, 0.0], [0.0, 0.0, 0.0], [0.0, 0.0, 0.0], [0.0, 0.0, 0.0], [0.0, 0.0, 0.0], [0.0, 0.0, 0.0], [0.0, 0.1, 0.0], [0.0, 0.0, 0.0], [0.0, 0.0, 0.0], [0.0, 0.0, 0.0], [0.1, -0.1, 0.1]],
  "fmax_ev_per_a": 1.564,
  "total_charge": 1
}

***

Number 1: LUMO 0.3 eV, total energy -2217.17922 Ha. Number 2: LUMO -2.7 eV, total energy -6417.21693 Ha.